Here is one molecule with the formula C6H8O2 in a non-equilibrium geometry from OMol25. Energies are from ωB97M-V with the def2-TZVPD basis set.

Computed properties:
2S+1: 1
HOMO-LUMO gap: 9.0 eV
Energy relative to the best compared isomer or geometry (same formula, charge and spin): 53.9 kcal per mole
Strongest force on any atom: 4.34 eV/Å
Structure (SMILES): CC(=C=O)/C=C(/C)O

Positions of all 16 atoms, in Å:
C1 0.227548 -0.644143 -0.183725
C2 -0.866581 -0.573552 0.732669
C3 1.053826 0.388428 -0.411215
C4 -0.644090 -1.190076 1.819837
C5 -2.299882 0.013421 0.389722
C6 2.102837 0.384099 -1.466709
O1 1.028779 1.544059 0.289926
O2 -0.292219 -1.769541 2.781767
H1 0.464583 -1.689850 -0.514100
H2 -2.640263 0.550230 1.256398
H3 -2.304847 0.707092 -0.460737
H4 -3.017617 -0.776200 0.175860
H5 2.412253 1.399578 -1.346872
H6 2.935156 -0.316003 -1.351168
H7 1.715127 0.303575 -2.396647
H8 0.125389 1.668884 0.684993

Cartesian forces (eV/Å) of the 2 atoms listed first:
1.610 -1.078 -1.076
-3.567 2.018 -1.435

The computed Mulliken charges, all in e, follow: number 1, C, carries -0.410; number 2, C, carries -0.359; number 3, C, carries 0.780; number 4, C, carries 0.775; number 5, C, carries -1.176; number 6, C, carries -1.235; number 7, O, carries -0.539; number 8, O, carries -0.463; number 9, H, carries 0.249; number 10, H, carries 0.395; number 11, H, carries 0.267; number 12, H, carries 0.345; number 13, H, carries 0.388; number 14, H, carries 0.275; number 15, H, carries 0.352; number 16, H, carries 0.358